[1]
The following is a quantum chemistry calculation of a cluster of 2 separate species, C28H23BF6O2S in total at a distorted geometry, from the OMol25 dataset.

Calculated values
Molar mass ... 548.4 g/mol
LUMO ... -0.03 eV
HOMO energy ... -8.1 eV
ΔE to the lowest compared entry with this formula, charge and spin ... 1.2 kJ/mol
SMILES string ... Cc1ccc(-c2cc(C(F)(F)F)cc(C(F)(F)F)c2)s1.c1ccc(C(B2OCCO2)c2ccccc2)cc1
HOMO-LUMO gap ... 8.07 eV

Structure (XYZ):
```
61
Properties=species:S:1:pos:R:3:forces:R:3
C 3.73754 1.77378 2.03451 0.111 0.029 0.584
C 2.84645 1.51516 0.88668 -0.534 0.296 -1.195
C 2.46787 2.39546 -0.11078 0.111 -0.468 0.411
C 1.75852 1.76264 -1.16456 -0.306 -0.764 0.383
C 1.55972 0.40739 -0.94461 1.564 1.154 -0.028
C 1.25753 -0.56176 -1.97422 -0.381 -0.489 -0.560
C 1.65268 -1.90867 -1.86597 -0.269 0.496 0.092
C 1.14528 -2.83955 -2.75359 0.062 -0.051 -0.460
C 1.46168 -4.30040 -2.57665 0.181 -0.764 0.204
F 0.36333 -5.07895 -2.84761 1.006 0.557 0.164
F 2.46670 -4.71502 -3.40490 -0.771 0.168 0.601
F 1.84653 -4.59736 -1.29795 -0.264 0.233 -1.142
C 0.28321 -2.46622 -3.78624 -0.130 -0.144 0.455
C -0.12165 -1.13884 -3.85675 0.276 0.250 -0.340
C -1.29109 -0.73208 -4.70493 -0.560 0.361 -0.497
F -2.46912 -0.87172 -3.99857 1.037 0.104 -0.702
F -1.22408 0.58610 -5.07598 -0.143 -1.125 0.182
F -1.41219 -1.47705 -5.83361 -0.026 0.535 0.720
C 0.45258 -0.16517 -3.05605 -0.023 -0.493 0.626
S 2.25969 -0.07719 0.57137 0.113 0.588 -0.384
H 4.17633 2.77023 1.93877 0.031 -0.170 0.059
H 3.19998 1.72818 2.98812 0.099 0.003 -0.052
H 4.53083 1.01596 2.05651 -0.042 0.302 0.117
H 2.72231 3.45370 -0.09448 -0.017 -0.266 0.003
H 1.40733 2.25070 -2.07101 0.211 0.013 0.251
H 2.31772 -2.21454 -1.05813 -0.310 0.015 -0.182
H -0.08318 -3.20604 -4.48834 -0.185 0.067 0.181
H 0.21021 0.88189 -3.20034 -0.249 -0.213 0.192
C -1.65601 3.46081 -1.59116 0.337 -0.074 0.004
C -1.05775 3.78925 -0.37228 -0.256 -0.147 -0.223
C -0.88894 2.81599 0.61098 0.293 0.010 -0.195
C -1.33550 1.50761 0.41570 -0.223 0.340 -0.131
C -1.32001 0.47711 1.52231 -2.288 0.541 2.308
B -1.33116 1.02569 3.09874 1.806 -0.261 -1.587
O -1.72784 0.31380 4.20992 0.357 0.725 0.227
C -1.22304 1.03847 5.37388 -0.364 -0.208 -0.003
C -0.50266 2.27006 4.82325 0.029 0.329 -0.348
O -0.70750 2.22334 3.39068 -0.089 -0.336 1.048
C -0.81665 -0.92723 1.28853 -0.158 -0.960 0.044
C -0.58092 -1.80489 2.36258 -0.091 -0.007 -0.175
C -0.58179 -3.18796 2.17426 0.009 -0.079 -0.343
C -0.77797 -3.72507 0.89786 0.060 0.026 -0.047
C -0.89931 -2.86584 -0.19319 0.018 -0.089 0.311
C -0.88244 -1.49309 0.00936 -0.074 0.249 -0.049
C -2.01337 1.21790 -0.78140 -0.003 0.032 0.011
C -2.09400 2.15292 -1.80755 -0.203 0.091 0.126
H -1.78329 4.21262 -2.36974 0.070 -0.154 0.183
H -0.73719 4.81115 -0.17366 -0.042 -0.207 -0.085
H -0.41341 3.07803 1.55002 -0.059 -0.016 -0.330
H -2.43006 0.27878 1.61759 0.413 -0.264 -0.416
H -2.05665 1.33242 6.02232 0.062 -0.272 -0.214
H -0.53982 0.39564 5.94028 -0.255 -0.041 -0.192
H -0.91803 3.20331 5.21853 0.104 -0.149 -0.117
H 0.57647 2.24518 5.02882 -0.271 0.044 -0.134
H -0.44505 -1.41088 3.36641 -0.159 -0.109 -0.203
H -0.48109 -3.86202 3.02837 0.094 0.283 -0.237
H -0.81337 -4.80172 0.73076 -0.006 0.244 0.180
H -1.05708 -3.25217 -1.20242 0.146 0.048 0.352
H -0.94130 -0.83043 -0.85177 -0.171 -0.397 0.320
H -2.53748 0.26351 -0.89336 0.325 0.368 -0.045
H -2.54851 1.85710 -2.75528 0.001 0.212 0.276
```
Positions in Å, forces in eV/Å.

Partial charges, natural (NBO), in e: C -0.64; C -0.16; C -0.27; C -0.19; C -0.25; C -0.04; C -0.16; C -0.13; C 0.98; F -0.33; F -0.32; F -0.32; C -0.20; C -0.08; C 0.97; F -0.33; F -0.33; F -0.32; C -0.18; S 0.45; H 0.23; H 0.22; H 0.23; H 0.23; H 0.23; H 0.25; H 0.25; H 0.24; C -0.23; C -0.22; C -0.24; C 0.09; C -0.64; B 1.15; O -0.70; C -0.10; C -0.10; O -0.71; C 0.11; C -0.24; C -0.21; C -0.23; C -0.20; C -0.28; C -0.25; C -0.22; H 0.21; H 0.21; H 0.24; H 0.25; H 0.19; H 0.19; H 0.19; H 0.18; H 0.22; H 0.21; H 0.22; H 0.22; H 0.23; H 0.22; H 0.22

***

[2]
The following is a quantum chemistry calculation of the molecule C28H23Cl2NO2S at a distorted geometry, from the OMol25 dataset.

Calculated values
Molar mass ... 508.5 g/mol
LUMO ... -0.17 eV
HOMO energy ... -7.7 eV
ΔE to the lowest compared entry with this formula, charge and spin ... 0.0 kJ/mol
SMILES string ... CN(C)c1ccc(C2([C@H](Cl)S(=O)(=O)c3ccc(Cl)cc3)c3ccccc3-c3ccccc32)cc1
HOMO-LUMO gap ... 7.57 eV

Structure (XYZ):
```
57
Properties=species:S:1:pos:R:3:forces:R:3
C 2.33368 0.55729 5.76800 -0.046 -0.208 -0.414
N 2.99238 0.44758 4.48829 0.386 0.968 0.440
C 4.38000 0.12461 4.60990 -0.177 -0.478 0.039
C 2.32248 0.20698 3.31198 -0.310 -0.464 -0.543
C 1.27621 1.04355 2.89440 0.454 -0.261 0.062
C 0.76609 0.90267 1.61773 -0.525 0.097 0.734
C 1.08260 -0.17088 0.79244 -0.750 0.365 -0.872
C 0.36022 -0.16186 -0.63223 2.567 -0.961 -1.978
C -1.32282 -0.07741 -0.69483 1.978 1.428 1.376
Cl -1.67090 -1.21047 0.55525 -1.725 -0.790 0.492
S -2.68232 0.33857 -2.05955 0.789 0.634 -0.627
O -2.91539 -0.57978 -3.14938 0.787 -0.062 0.738
O -2.15942 1.67339 -2.32184 -0.973 -0.783 -0.002
C -4.38159 0.43240 -1.33189 1.179 -0.055 0.847
C -5.03891 -0.73966 -0.97675 -0.512 -0.146 0.280
C -6.33368 -0.69066 -0.45045 -0.056 0.643 -0.243
C -6.96036 0.56372 -0.30830 0.461 -0.090 -0.210
Cl -8.65225 0.62364 0.18595 0.845 0.049 -0.105
C -6.25925 1.75108 -0.59291 -0.240 -0.664 -0.135
C -4.95381 1.67234 -1.10175 -0.441 0.030 0.281
C 0.69400 -1.42517 -1.43263 0.101 0.193 0.060
C 0.72707 -2.72604 -0.99161 -0.687 -1.210 -0.875
C 0.81297 -3.75225 -1.96541 -0.106 0.440 -0.344
C 0.94072 -3.45298 -3.33608 -0.035 0.125 0.376
C 1.03688 -2.11982 -3.75528 0.826 0.792 0.648
C 0.98313 -1.11525 -2.76786 -0.439 -0.252 -0.529
C 1.28425 0.33873 -2.81944 -0.153 -0.119 -1.215
C 1.85195 1.05228 -3.89254 0.335 -0.709 0.869
C 2.46040 2.27090 -3.59271 -0.194 -0.202 0.332
C 2.42528 2.75127 -2.27594 -0.303 -0.079 -0.173
C 1.76832 2.06646 -1.23730 -0.746 0.649 -0.563
C 1.10344 0.89584 -1.54824 -0.288 -0.948 0.212
C 2.08897 -1.05713 1.23640 -0.275 0.109 0.112
C 2.71680 -0.85062 2.48357 -0.638 0.177 -0.789
H 1.34042 0.97610 5.61303 0.037 0.036 0.366
H 2.25199 -0.42964 6.25106 -0.176 0.072 0.034
H 2.96131 1.17930 6.41155 -0.414 0.159 0.062
H 4.99782 0.40511 3.76397 -0.183 0.197 -0.293
H 4.72655 0.63734 5.49147 0.468 0.130 0.274
H 4.49224 -0.93799 4.76481 0.486 -0.673 0.234
H 0.93267 1.79744 3.59744 0.044 0.189 -0.416
H 0.06273 1.65830 1.28336 -0.182 -0.148 -0.024
H -1.27694 0.93547 -0.32141 -1.288 0.292 0.607
H -4.57300 -1.70895 -1.08051 0.148 0.038 -0.153
H -6.85971 -1.61178 -0.18746 0.173 0.401 -0.104
H -6.74936 2.71239 -0.44488 0.175 -0.248 -0.059
H -4.39879 2.57367 -1.31649 0.048 0.047 -0.064
H 0.60514 -2.99555 0.05338 -0.090 0.099 -0.212
H 0.71112 -4.79241 -1.66208 0.236 0.195 0.006
H 1.00927 -4.25200 -4.08243 -0.089 0.254 0.406
H 1.31629 -1.83765 -4.78450 -0.414 -0.349 0.531
H 1.96134 0.56775 -4.87261 -0.095 0.357 0.446
H 3.01580 2.79635 -4.36856 -0.248 0.073 0.233
H 2.85123 3.72077 -2.07133 0.269 0.025 0.122
H 1.68406 2.51206 -0.24979 0.230 -0.074 -0.139
H 2.39009 -1.94035 0.66338 -0.144 0.558 0.105
H 3.47058 -1.54901 2.83964 -0.080 0.153 -0.243
```
Positions in Å, forces in eV/Å.

Partial charges, natural (NBO), in e: C -0.39; N -0.44; C -0.40; C 0.18; C -0.26; C -0.14; C -0.09; C -0.09; C -0.44; Cl 0.02; S 2.11; O -0.89; O -0.93; C -0.27; C -0.18; C -0.22; C 0.00; Cl 0.01; C -0.23; C -0.18; C 0.07; C -0.25; C -0.21; C -0.21; C -0.18; C -0.08; C -0.05; C -0.19; C -0.21; C -0.21; C -0.23; C 0.07; C -0.13; C -0.29; H 0.21; H 0.17; H 0.20; H 0.21; H 0.20; H 0.17; H 0.21; H 0.20; H 0.23; H 0.24; H 0.24; H 0.24; H 0.25; H 0.23; H 0.21; H 0.22; H 0.22; H 0.21; H 0.22; H 0.21; H 0.22; H 0.22; H 0.22

***

[3]
The following is a quantum chemistry calculation of a structure of composition C28H23IIrN3O4S, from the OMol25 dataset.

Calculated values
Molar mass ... 816.7 g/mol
LUMO (spin up / spin down) ... -3.29 / -4.65 eV
HOMO energy (spin up / spin down) ... -10.7 / -10.8 eV
ΔE to the lowest compared entry with this formula, charge and spin ... 193.3 kJ/mol
Spin multiplicity ... 2
HOMO-LUMO gap (spin up / spin down) ... 7.45 / 6.10 eV
Total charge ... +1

Structure (XYZ):
```
61
Properties=species:S:1:pos:R:3:forces:R:3
Ir -0.91395 1.78250 0.65343 0.232 0.416 -0.330
O -0.58706 1.87765 -1.26160 0.017 -0.501 -0.092
C -1.43767 1.47331 -2.21115 0.000 0.108 -0.050
C -0.89862 1.11491 -3.45110 0.040 0.005 0.104
C -1.71808 0.66017 -4.45845 -0.087 -0.029 -0.063
C -3.10565 0.58364 -4.28704 0.058 -0.014 -0.030
C -3.65093 0.98508 -3.09442 0.018 0.019 0.077
C -2.83105 1.41948 -2.03598 -0.021 0.005 -0.068
C -3.44101 1.97663 -0.86566 -0.022 0.110 0.070
N -2.83758 2.26107 0.23355 -0.257 -0.421 0.000
C -3.49747 3.11863 1.21671 0.003 0.059 0.007
C -2.42789 4.12978 1.57913 -0.010 -0.045 0.046
N -1.26175 3.30489 1.91905 0.458 0.111 0.216
C -0.60603 3.53584 3.00114 -0.081 -0.060 0.068
C 0.25142 2.58222 3.63047 -0.024 -0.096 -0.023
C 1.13940 2.95401 4.65640 -0.035 0.011 -0.056
C 1.78340 1.99791 5.39695 0.017 -0.051 0.017
C 1.49514 0.64521 5.15750 0.036 0.041 0.045
C 0.60133 0.25721 4.18741 -0.065 0.035 -0.057
C -0.02962 1.21924 3.37660 0.148 -0.005 0.124
O -0.87369 0.82090 2.45026 -0.347 -0.069 -0.202
H 0.17339 1.18433 -3.57620 0.000 0.005 -0.032
H -1.28141 0.35959 -5.40220 0.007 0.013 0.001
H -3.73703 0.23199 -5.09022 0.000 0.000 0.000
H -4.72494 0.97115 -2.95076 0.000 0.009 -0.001
H -4.49347 2.24689 -0.93692 0.003 0.029 -0.040
H -3.77294 2.52901 2.09297 0.030 -0.010 0.002
H -4.38303 3.59480 0.79739 -0.010 -0.015 0.003
H -2.71964 4.73858 2.43364 0.030 0.039 -0.015
H -2.19615 4.77166 0.72770 -0.002 -0.042 -0.040
H -0.80917 4.47426 3.51456 -0.007 -0.010 0.019
H 1.30487 4.00703 4.85213 0.004 0.001 0.004
H 2.48187 2.27638 6.17276 -0.001 0.006 -0.002
H 1.98332 -0.11286 5.75716 -0.003 -0.004 -0.006
H 0.36719 -0.78627 4.01987 0.006 0.001 0.003
O 2.31569 -7.81518 -2.89405 0.001 0.019 -0.061
C 1.12717 -7.18049 -2.90655 -0.017 -0.051 0.234
O 0.11244 -7.78747 -3.08153 0.000 0.013 -0.092
C 1.13934 -5.69968 -2.64551 -0.001 0.012 -0.067
C 2.24413 -4.89130 -2.91462 0.000 0.017 -0.001
C 2.18260 -3.53342 -2.67765 0.002 -0.016 -0.022
C 1.01046 -2.95536 -2.15238 0.000 0.035 0.022
S 0.93833 -1.27909 -1.82963 -0.053 -0.028 -0.129
C -0.10108 -3.78462 -1.89452 0.018 -0.016 0.022
C -0.03658 -5.13598 -2.14779 -0.004 0.003 -0.008
H 3.02497 -7.22473 -2.61562 0.007 0.004 -0.012
H 3.14644 -5.30661 -3.34771 0.001 -0.004 0.000
H 3.02674 -2.89439 -2.89777 0.004 0.003 0.007
H -1.00226 -3.33640 -1.49848 -0.004 -0.003 0.000
H -0.88510 -5.78291 -1.97249 0.001 0.000 0.000
I 2.84124 -2.70535 1.42843 -0.009 -0.016 0.049
C 2.59356 -0.67663 1.08586 0.089 0.024 -0.078
C 3.67791 0.17280 0.92827 0.004 -0.056 0.051
C 3.44436 1.51008 0.65318 -0.027 0.009 -0.053
C 2.14206 1.95273 0.53760 -0.058 0.002 -0.156
N 1.10114 1.13079 0.70877 -0.126 0.318 0.477
C 1.31524 -0.16092 0.98223 0.035 0.023 0.000
H 4.68823 -0.20323 1.01659 -0.001 0.000 -0.003
H 4.26354 2.20176 0.52086 -0.010 0.009 -0.007
H 1.90403 2.97656 0.28531 0.008 0.021 0.061
H 0.43987 -0.77778 1.12414 0.005 0.023 0.063
```
Positions in Å, forces in eV/Å.

Partial charges, natural (NBO), in e: Ir 1.19; O -0.72; C 0.45; C -0.29; C -0.13; C -0.25; C -0.12; C -0.26; C 0.20; N -0.44; C -0.24; C -0.24; N -0.38; C 0.20; C -0.29; C -0.12; C -0.26; C -0.13; C -0.32; C 0.48; O -0.69; H 0.24; H 0.23; H 0.23; H 0.22; H 0.20; H 0.23; H 0.22; H 0.22; H 0.22; H 0.21; H 0.22; H 0.23; H 0.23; H 0.23; O -0.65; C 0.75; O -0.53; C -0.06; C -0.23; C -0.17; C -0.25; S 0.08; C -0.17; C -0.19; H 0.48; H 0.22; H 0.23; H 0.23; H 0.25; I 0.23; C -0.19; C -0.16; C -0.23; C 0.08; N -0.47; C 0.02; H 0.24; H 0.24; H 0.22; H 0.25